1.
A 5-piece molecular cluster, C33H65FN8O10PS2 overall. Source: OMol25; level of theory: ωB97M-V with the def2-TZVPD basis set.

Structure (XYZ):
```
120
Properties=species:S:1:pos:R:3:lowdin_charge:R:1
C 0.1276 -5.6126 -2.0010 -0.150
C 0.5265 -4.1087 -2.2833 -0.401
P 0.2783 -3.2202 -0.6692 0.998
C 1.2960 -4.1437 0.6065 -0.269
C 1.0222 -1.4830 -0.6940 -0.353
C 1.7548 -1.0914 -2.0035 -0.255
O 2.8477 -1.9975 -2.3448 0.028
C 2.8479 -2.0942 -3.6556 -0.370
N 2.6219 -2.4498 -4.6945 0.227
C 2.3753 0.3410 -1.9444 -0.135
N 1.7170 1.2165 -0.9283 -0.306
S 2.5796 1.1627 0.5786 1.033
C 2.8696 2.8560 1.1979 -0.308
C 4.1945 2.9100 2.0201 -0.556
O 5.2113 2.6910 1.4983 0.168
O 4.0914 3.2634 3.3320 0.014
C 4.6263 2.2406 4.1923 -0.089
C 3.5389 1.4288 4.9554 -0.304
C 4.1240 0.0229 5.2398 -0.023
O 2.2898 1.3379 4.2233 -0.057
C 1.3163 0.8754 5.0946 -0.563
O 0.8552 1.5528 5.9149 0.187
C 0.8174 -0.5820 4.9654 -0.399
S 1.3297 -1.4284 3.4166 0.710
C 0.3643 0.8374 -0.8008 -0.310
N -0.5914 1.6808 -0.9789 0.171
C -0.4365 3.0943 -1.3629 -0.115
C -1.3976 3.9452 -0.4718 -0.137
C -0.8300 3.9303 1.0053 -0.170
C -1.4446 2.7690 1.8564 -0.155
C -1.4431 3.0217 3.3985 -0.203
O -2.8050 3.0712 3.8386 -0.177
C -3.1943 1.7327 4.1506 -0.112
N -0.0559 -0.4751 -0.4805 0.021
F -1.0752 -0.8520 -1.3649 -0.027
H 0.9830 -6.1769 -1.5999 0.070
H -0.3534 -6.0777 -2.8708 0.078
H -0.6187 -5.5781 -1.1758 0.053
H -0.2024 -3.7023 -3.0046 0.076
H 1.5618 -4.1286 -2.6569 0.063
H 2.1923 -4.6196 0.1650 0.051
H 0.6691 -4.8791 1.1301 0.043
H 1.6324 -3.4110 1.3654 -0.016
H 1.7439 -1.3992 0.1418 0.094
H 1.0246 -1.0875 -2.8331 0.153
H 2.2939 0.8057 -2.9442 0.136
H 3.4472 0.3109 -1.6994 0.099
H 2.8343 3.6516 0.4349 0.108
H 2.0605 3.0784 1.9200 0.064
H 5.2295 2.7424 4.9689 0.150
H 5.2343 1.5229 3.6155 0.131
H 3.3151 1.9603 5.9019 0.155
H 3.5013 -0.5993 5.9025 0.085
H 4.2590 -0.4988 4.2782 0.082
H 5.0868 0.1785 5.7656 0.105
H 1.2387 -1.1386 5.8210 0.084
H -0.2798 -0.6220 5.0502 0.087
H 2.3744 -0.7352 2.8955 -0.166
H -1.5534 1.3602 -0.8539 0.142
H -0.8489 3.1765 -2.3912 0.138
H 0.5981 3.4489 -1.3545 0.125
H -2.4135 3.5195 -0.4265 0.099
H -1.3741 5.0030 -0.7767 0.122
H 0.2477 3.7066 0.8963 0.073
H -0.8976 4.9185 1.4892 0.120
H -2.4792 2.5632 1.4787 0.094
H -0.8109 1.8722 1.6800 0.098
H -0.9853 2.1401 3.8737 0.089
H -0.8669 3.9189 3.6773 0.133
H -2.7467 0.9867 3.4558 0.087
H -2.8972 1.4442 5.1797 0.096
H -4.3040 1.6127 4.0798 0.076
C -0.7394 -2.6230 -6.5053 -0.364
O -1.7183 -3.3338 -6.3786 0.005
N -0.3322 -2.0536 -7.6593 -0.200
C 0.8495 -1.2171 -7.7197 -0.063
C -1.1009 -2.2879 -8.8699 -0.039
H -0.0820 -2.3790 -5.6518 0.107
H 0.5686 -0.2184 -8.0636 0.087
H 1.5674 -1.6514 -8.4185 0.092
H 1.3111 -1.1405 -6.7365 0.054
H -2.1229 -1.9339 -8.7257 0.093
H -1.1324 -3.3582 -9.0788 0.095
H -0.6483 -1.7651 -9.7098 0.086
C 5.7251 -0.1612 -4.0923 -0.314
O 4.6610 0.1556 -3.5733 -0.022
N 6.9299 0.2753 -3.7015 -0.189
C 8.1536 -0.1414 -4.3634 -0.043
C 7.0139 1.1956 -2.5788 -0.029
H 5.7697 -0.8521 -4.9483 0.142
H 8.8023 -0.6416 -3.6422 0.094
H 8.6661 0.7361 -4.7614 0.095
H 7.9356 -0.8266 -5.1805 0.088
H 6.5812 0.7284 -1.6924 0.092
H 6.4456 2.0987 -2.8066 0.095
H 8.0511 1.4571 -2.3832 0.091
C -7.3830 0.5091 3.6919 -0.369
O -6.7343 1.5235 3.9115 -0.014
N -7.4058 -0.5848 4.4731 -0.185
C -8.2014 -1.7506 4.1382 -0.048
C -6.6093 -0.5977 5.6872 -0.035
H -8.0211 0.4145 2.8026 0.123
H -8.9204 -1.9401 4.9383 0.091
H -7.5461 -2.6172 4.0293 0.092
H -8.7390 -1.5933 3.2053 0.086
H -6.9236 0.2205 6.3371 0.096
H -5.5570 -0.4529 5.4338 0.082
H -6.7320 -1.5451 6.2076 0.087
C -6.2452 0.1134 0.8409 -0.330
O -7.0671 -0.7779 0.9260 0.025
N -5.3146 0.2206 -0.1380 -0.187
C -4.3724 1.3125 -0.1609 -0.070
C -5.2677 -0.7866 -1.1861 -0.031
H -6.1919 0.9316 1.5777 0.118
H -4.4984 1.8776 -1.0897 0.097
H -3.3532 0.9076 -0.1147 0.064
H -4.5295 1.9796 0.6862 0.089
H -6.2241 -0.8105 -1.7098 0.097
H -5.0933 -1.7668 -0.7400 0.096
H -4.4707 -0.5601 -1.8923 0.082
```

Properties
2S+1 = 1
electronic energy = -3724.000662 a.u.
energy above the lowest of the compared OMol25 structures with the same formula, charge and spin = 44.5 kcal per mole
charge = +1
gap between HOMO and LUMO = 6.83 eV

=====

2.
A 12-piece molecular cluster, C49H103N3O12 overall. Source: OMol25; level of theory: ωB97M-V with the def2-TZVPD basis set.

Structure (XYZ):
```
167
Properties=species:S:1:pos:R:3:lowdin_spin:R:1
C 3.7664 -2.9964 -1.4885 0.000
C 4.7234 -1.8316 -1.7088 0.000
C 5.1433 -1.5313 -3.1689 0.000
O 6.0125 -2.5630 -3.7797 0.000
C 6.9957 -2.0748 -4.6200 0.000
N 3.8990 -0.6421 -1.3373 0.000
H 2.8079 -2.8010 -1.9693 0.000
H 3.5626 -3.2485 -0.4478 0.000
H 4.1908 -3.8772 -1.9704 0.000
H 5.5513 -1.8322 -0.9998 0.000
H 5.6451 -0.5644 -3.1320 0.000
H 4.2653 -1.4651 -3.8114 0.000
H 7.8861 -1.5860 -4.2245 0.000
H 6.5220 -1.4762 -5.3981 0.000
H 7.3936 -2.9838 -5.0711 0.000
H 3.5404 -0.9259 -0.4367 0.000
H 4.5209 0.1009 -1.0523 0.000
C 3.8011 2.8090 5.9395 0.000
C 4.3335 1.3802 5.5346 0.000
C 3.5356 0.3613 6.4682 0.000
C 3.4779 -1.0847 6.0058 0.000
C 2.8834 -1.0726 4.5637 0.000
C 3.6279 -0.1909 3.6030 0.000
N 3.7927 1.1805 4.1738 0.000
O 4.3970 2.0404 3.3118 0.000
C 4.9251 -0.8560 3.0921 0.000
C 2.6883 -0.0511 2.3680 0.000
C 5.8351 1.0786 5.6963 0.000
H 2.7118 2.8440 5.9598 0.000
H 4.1399 3.5936 5.2630 0.000
H 4.0754 2.9757 6.9812 0.000
H 3.8075 0.2819 7.5207 0.000
H 2.5015 0.6904 6.5704 0.000
H 2.8629 -1.6874 6.6742 0.000
H 4.5007 -1.4586 6.0521 0.000
H 1.8188 -0.8389 4.5687 0.000
H 3.0294 -2.0701 4.1492 0.000
H 5.4686 -0.0758 2.5592 0.000
H 5.5317 -1.2992 3.8820 0.000
H 4.7471 -1.5876 2.3040 0.000
H 3.0602 0.6365 1.6084 0.000
H 2.6235 -1.0281 1.8892 0.000
H 1.6550 0.2636 2.5139 0.000
H 6.4538 1.6076 4.9714 0.000
H 6.0032 0.0079 5.5803 0.000
H 6.0458 1.2659 6.7492 0.000
H 3.7215 2.7019 3.1452 0.000
C -0.9339 0.4699 0.3145 0.030
C -1.4949 0.2410 -1.1461 0.056
C -1.9739 1.7002 -1.5567 0.000
C -2.1621 1.8274 -3.0768 0.000
C -0.8819 1.4097 -3.8461 0.000
C -0.5140 -0.0423 -3.5468 0.050
N -0.4227 -0.2655 -2.0651 0.634
O 0.1063 -1.6102 -1.7125 0.095
C -1.4590 -1.0335 -4.1803 0.037
C 0.9298 -0.0924 -4.0917 0.013
C -2.6803 -0.7686 -0.9217 0.053
H -1.5441 1.1845 0.8669 0.002
H 0.0464 0.9452 0.3505 -0.001
H -0.8648 -0.4204 0.9395 0.000
H -2.9401 2.0080 -1.1569 0.000
H -1.2213 2.4144 -1.2227 0.000
H -2.4748 2.8312 -3.3643 0.000
H -3.0149 1.2277 -3.3948 0.000
H -0.0315 1.9384 -3.4153 0.001
H -0.9416 1.5538 -4.9249 -0.001
H -2.4710 -0.8257 -3.8327 0.000
H -1.3504 -1.1156 -5.2618 0.006
H -1.1705 -2.0323 -3.8528 0.001
H 1.5590 0.5435 -3.4690 0.000
H 1.3295 -1.1043 -4.0252 0.000
H 1.0231 0.1329 -5.1541 0.001
H -3.2343 -0.9383 -1.8450 0.002
H -3.2789 -0.5863 -0.0293 0.004
H -2.1828 -1.7088 -0.6835 0.001
H 1.0270 -1.3610 -1.8208 0.007
C -4.7071 0.9684 3.2919 0.000
C -3.8252 2.1702 3.0550 0.000
O -2.6176 2.0711 2.8319 0.000
C -4.5983 3.4768 3.0634 0.000
H -5.2091 1.1482 4.2425 0.000
H -4.1185 0.0545 3.2115 0.000
H -5.4574 1.0081 2.5022 0.000
H -4.0675 4.3350 2.6514 0.000
H -4.6652 3.6607 4.1357 0.000
H -5.5756 3.3601 2.5950 0.000
C 0.1800 3.6906 1.7475 0.000
C -0.3271 4.1349 3.1951 0.000
O -1.0927 5.0369 3.3519 0.000
C 0.1837 3.3302 4.3745 0.000
H -0.6541 3.9839 1.1101 0.000
H 0.3723 2.6270 1.6063 0.000
H 1.0016 4.3714 1.5249 0.000
H -0.7151 2.8599 4.7733 0.000
H 0.6435 4.0484 5.0534 0.000
H 0.8210 2.4849 4.1144 0.000
C -1.9737 -2.0126 -7.8138 0.001
C -2.1788 -3.3357 -8.5371 0.000
O -2.6303 -3.4354 -9.6819 0.000
C -1.7718 -4.6280 -7.8496 0.000
H -0.9016 -1.9404 -7.6308 0.000
H -2.5406 -2.1291 -6.8901 0.000
H -2.1795 -1.1515 -8.4496 0.000
H -1.6735 -5.2722 -8.7234 0.000
H -2.5486 -5.0253 -7.1964 0.000
H -0.7965 -4.5255 -7.3738 0.000
C -1.0042 -4.0340 0.6760 0.000
C -0.6142 -5.5062 0.5242 0.000
O -1.2644 -6.3826 1.0873 0.000
C 0.6507 -5.8616 -0.2574 0.000
H -1.4844 -3.7702 -0.2663 0.000
H -0.1328 -3.3810 0.7240 0.000
H -1.4819 -4.0253 1.6557 0.000
H 1.4844 -5.1723 -0.1235 0.000
H 0.3978 -5.9860 -1.3103 0.000
H 1.0225 -6.8125 0.1241 0.000
C 2.4385 2.5683 -1.2980 0.002
C 3.8049 2.8610 -1.9737 0.000
O 4.6933 3.4919 -1.4582 0.001
C 3.9656 2.3970 -3.4213 0.000
H 1.8715 1.8932 -1.9390 0.002
H 1.9276 3.5073 -1.0852 0.000
H 2.6477 1.9886 -0.3989 0.000
H 4.8154 1.7154 -3.3844 0.000
H 4.2260 3.2707 -4.0187 0.000
H 3.0322 1.9842 -3.8038 0.000
C -1.0463 -0.6795 4.5377 0.000
C -1.5571 -1.4888 5.8006 0.000
O -2.7055 -1.9294 5.8813 0.000
C -0.4399 -1.8915 6.8173 0.000
H -0.2417 -1.2445 4.0671 0.000
H -0.7274 0.3491 4.7060 0.000
H -1.8196 -0.5929 3.7744 0.000
H -0.8595 -2.0886 7.8038 0.000
H 0.1314 -0.9751 6.9652 0.000
H 0.2280 -2.6954 6.5080 0.000
C -6.2450 0.7198 -1.3315 0.000
C -6.8251 1.8650 -0.5465 0.000
O -6.2188 2.8462 -0.0939 0.000
C -8.3282 1.7427 -0.2958 0.000
H -6.0642 -0.2080 -0.7888 0.000
H -5.3074 1.1701 -1.6574 0.000
H -6.9267 0.3973 -2.1184 0.000
H -8.6571 1.0140 -1.0367 0.000
H -8.7729 2.7206 -0.4803 0.000
H -8.7542 1.3997 0.6471 0.000
C -1.6400 6.5400 0.0663 0.000
C -2.9717 6.0214 0.5598 0.000
O -3.6660 6.6256 1.3937 0.000
C -3.4061 4.6985 0.0402 0.000
H -0.9408 5.7732 0.4000 0.000
H -1.2456 7.5350 0.2723 0.000
H -1.6353 6.4956 -1.0228 0.000
H -3.1427 4.7029 -1.0175 0.000
H -4.4887 4.5730 0.0601 0.000
H -3.0046 3.8449 0.5862 0.000
C -4.0191 -3.7329 -4.3820 0.000
C -3.3171 -4.1819 -3.0751 0.000
O -3.8695 -3.9964 -1.9839 0.000
C -2.1293 -5.1073 -3.2391 0.000
H -3.5587 -2.8194 -4.7583 0.000
H -5.0731 -3.4924 -4.2430 0.000
H -3.8471 -4.4690 -5.1673 0.000
H -2.4216 -6.0770 -3.6421 0.000
H -1.6478 -5.4846 -2.3370 0.000
H -1.4693 -4.6327 -3.9653 0.000
```

Properties
2S+1 = 2
electronic energy = -2995.412689 a.u.
charge = +1
gap between HOMO and LUMO (alpha / beta) = 7.86 / 3.29 eV

=====

| no. | molar mass (g mol⁻¹) |
| --- | --- |
| 1 | 848.035 |
| 2 | 926.372 |